Entry from the OMol25 dataset: a molecular structure, C24H33N2O5PS2TeW in a non-equilibrium geometry (ωB97M-V/def2-TZVPD).

Results
Max |F|   1.0 eV/Å
Energy   -2893.04607 Ha
LUMO (spin up / spin down)   -0.95 / -0.96 eV
Kohn-Sham gap (spin up / spin down)   6.84 / 6.83 eV
Energy above the lowest of the compared OMol25 structures with the same formula, charge and spin   11.38 kJ/mol

The geometry in ORCA input format:
```
! RIJCOSX wB97M-V def2-TZVPD def2/J DEFGRID3
* xyz 0 1
W 0.19698 -0.96207 -2.40190
C -0.86502 1.30704 1.44981
C -0.93543 0.50183 0.19073
N 0.11648 0.28522 -0.52471
N 1.30259 0.86000 -0.04467
C 2.35624 0.27155 -0.46308
S 2.45129 -1.07262 -1.58889
S 3.95616 0.75937 0.03976
C 3.69358 2.25766 1.02183
C 3.22303 2.04190 2.43518
C 2.10344 2.70985 2.91002
C 1.68435 2.54771 4.22419
C 2.38500 1.70927 5.07675
C 3.51119 1.04166 4.61091
C 3.92898 1.21166 3.30145
C -2.24674 -0.07194 -0.16839
C -3.21867 -0.18649 0.83448
C -4.46227 -0.73173 0.58988
C -4.76756 -1.16780 -0.69487
C -3.83298 -1.06286 -1.70330
C -2.57062 -0.51704 -1.46355
O -1.71371 -0.43284 -2.47884
H 0.05046 1.87761 1.48909
H -0.86666 0.63015 2.30846
H -1.73335 1.95901 1.53123
H 3.03003 2.92725 0.47698
H 4.69179 2.70108 1.02347
H 1.55553 3.36499 2.24273
H 0.80885 3.07663 4.57954
H 2.06014 1.57884 6.10078
H 4.06571 0.38810 5.27199
H 4.80231 0.68111 2.93952
H -2.98533 0.14168 1.83692
H -5.18487 -0.81761 1.38965
H -5.73675 -1.60101 -0.90778
H -4.04789 -1.39981 -2.70911
C -0.70799 1.62730 -4.98467
C 0.14533 1.92624 -3.76091
C 1.46530 2.58240 -4.13735
C -0.61230 2.75470 -2.73074
O 0.47393 0.67062 -3.16388
H -1.01690 2.56052 -5.45830
H -1.59584 1.06763 -4.69131
H -0.14198 1.03576 -5.70463
H 1.28379 3.55774 -4.59064
H 2.00769 1.95834 -4.84757
H 2.08513 2.71765 -3.24955
H -0.79734 3.75601 -3.12190
H -0.02356 2.84175 -1.81560
H -1.56764 2.28576 -2.49283
C -3.18466 -4.30903 -0.60812
C -2.28163 -3.80033 0.49481
O -0.94874 -4.28967 0.27814
P 0.27989 -3.41170 -0.29778
O -0.47321 -2.34824 -1.27376
Te 0.94709 -2.42958 -4.29427
O 0.49953 -2.30886 0.91407
C 1.20762 -2.74955 2.07371
C 2.07608 -1.61906 2.58194
H -4.20997 -3.97457 -0.44287
H -3.17116 -5.39889 -0.63127
H -2.84947 -3.93280 -1.57472
H -2.59819 -4.18963 1.46401
H -2.28134 -2.71082 0.54586
H 1.81905 -3.62610 1.83004
H 0.48030 -3.05680 2.83046
H 2.86866 -1.38887 1.86925
H 2.53401 -1.89069 3.53468
H 1.48219 -0.71462 2.72942
*
```

Entry from the OMol25 dataset: a molecular structure, C2H3CoO2 in a non-equilibrium geometry (ωB97M-V/def2-TZVPD).

Results
Max |F|   7.8 eV/Å
Energy   -1610.26982 Ha
LUMO (spin up / spin down)   -13.06 / -15.57 eV
Kohn-Sham gap (spin up / spin down)   9.01 / 6.45 eV
Energy above the lowest of the compared OMol25 structures with the same formula, charge and spin   15.35 kJ/mol

The geometry in ORCA input format:
```
! RIJCOSX wB97M-V def2-TZVPD def2/J DEFGRID3
* xyz 2 5
O -1.48743 -0.55636 0.36731
C -0.86212 -0.60847 -0.72622
Co -2.69995 -0.32063 -1.14371
O 0.28968 0.02966 -0.82944
C 1.04175 0.30736 0.36615
H 2.02280 0.65577 0.02701
H 0.55043 1.08724 0.95954
H 1.14484 -0.59458 0.97936
*
```

Entry from the OMol25 dataset: a single C4HClO2S molecule in a non-equilibrium geometry (ωB97M-V/def2-TZVPD).

Results
Max |F|   6.6 eV/Å
Energy   -1161.82966 Ha
LUMO   -1.01 eV
SMILES   O=C1C=C(Cl)C(=O)S1
Kohn-Sham gap   9.35 eV
Energy above the lowest of the compared OMol25 structures with the same formula, charge and spin   111.68 kJ/mol

The geometry in ORCA input format:
```
! RIJCOSX wB97M-V def2-TZVPD def2/J DEFGRID3
* xyz 0 1
O 0.21455 0.96780 -2.32818
C 0.31792 0.33019 -1.34410
C -0.82849 0.32862 -0.36343
C -0.49318 -0.09695 0.76817
Cl -1.55682 -0.38247 2.11794
C 0.97437 -0.61909 0.84215
O 1.48653 -1.26193 1.69720
S 1.68313 -0.29284 -0.84865
H -1.79801 1.02667 -0.54110
*
```

> energy of number 3 (C4HClO2S)?

-1161.82966 Ha